[1]
C8H16KO10P as an isolated structure. Source: the Open Molecules 2025 dataset; level of theory: wB97M-V/def2-TZVPD.

Summary:
Lowest unoccupied orbital energy: 3.52 eV
Frontier orbital gap: 1.8 eV
Net charge: -2
Total energy: -54645.9035 eV

Each line ends with the Löwdin charge.
Element x y z (Å)
K: -1.137 1.496 -0.042  0.74
P: -2.157 -1.470 0.362  -0.15
O: -1.228 -2.710 0.318  -0.52
O: -1.764 -0.481 1.516  -0.61
O: -3.634 -1.931 0.478  -0.55
O: -1.996 -0.719 -1.041  -0.61
C: 0.490 -0.287 -2.884  -0.10
C: 0.716 -1.387 -1.878  -0.20
O: 1.416 -2.535 -2.453  0.03
C: 0.751 -3.317 -3.278  -0.61
O: -0.290 -3.123 -3.817  0.15
O: 1.471 -4.461 -3.419  -0.02
C: 0.969 -5.314 -4.436  -0.08
H: 1.395 0.000 -3.435  0.06
H: 0.092 0.580 -2.352  0.03
H: -0.282 -0.619 -3.573  0.07
H: -0.259 -1.678 -1.442  0.07
H: 1.400 -1.076 -1.087  0.12
H: 0.659 -4.737 -5.306  0.08
H: 0.125 -5.893 -4.063  0.09
H: 1.792 -5.977 -4.702  0.08
C: 2.122 1.150 3.438  -0.06
C: 0.999 1.788 2.646  -0.19
O: 0.485 2.873 3.473  0.04
C: -0.528 3.559 2.971  -0.62
O: -1.047 3.381 1.911  0.06
O: -0.921 4.473 3.861  0.00
C: -1.912 5.385 3.370  -0.04
H: 2.810 0.626 2.775  0.08
H: 1.731 0.439 4.159  0.08
H: 2.703 1.922 3.950  0.07
H: 0.200 1.041 2.524  0.11
H: 1.301 2.129 1.656  0.12
H: -1.688 5.702 2.354  0.09
H: -1.885 6.245 4.036  0.09
H: -2.898 4.926 3.412  0.10

[2]
An isolated ion of composition C8H8NO2 and charge -1. Source: the Open Molecules 2025 dataset; level of theory: wB97M-V/def2-TZVPD.

Summary:
Lowest unoccupied orbital energy: 3.38 eV
Frontier orbital gap: 5.7 eV
Net charge: -1
Energy above the lowest of the compared OMol25 structures with the same formula, charge and spin: 212.3 kJ/mol
Total energy: -14009.1576 eV

Each line ends with the Löwdin charge.
Element x y z (Å)
C: -3.037 -0.119 -0.407  -0.43
C: 1.065 0.908 0.153  -0.24
C: -0.125 1.404 0.640  -0.10
C: 1.294 -0.468 0.039  -0.46
C: 0.223 -1.308 0.759  -0.12
C: -1.078 -1.609 -0.076  -0.26
C: -1.728 -0.412 -0.675  -0.25
C: 2.165 1.781 -0.433  -0.04
N: -4.158 0.099 -0.183  0.01
O: -1.044 1.995 1.087  0.16
O: 2.346 -0.952 -0.331  0.04
H: 0.669 -2.313 1.015  0.11
H: -0.072 -0.769 1.722  0.13
H: -0.855 -2.322 -0.816  0.07
H: -1.724 -2.179 0.493  0.07
H: -1.158 0.249 -1.404  0.09
H: 2.129 2.707 0.078  0.06
H: 1.976 1.825 -1.549  0.11
H: 3.111 1.484 -0.112  0.05

[3]
A 2-piece molecular cluster, C4H10NO overall. Source: the Open Molecules 2025 dataset; level of theory: wB97M-V/def2-TZVPD.

Summary:
Lowest unoccupied orbital energy: -4.96 eV
Frontier orbital gap: 9.4 eV
Net charge: +1
Energy above the lowest of the compared OMol25 structures with the same formula, charge and spin: 269.2 kJ/mol
Total energy: -7838.5269 eV

Each line ends with the Löwdin charge.
Element x y z (Å)
C: 1.089 -1.611 1.939  -0.06
C: 0.638 -1.069 0.641  -0.14
C: -0.499 -0.525 0.398  -0.10
N: -0.798 0.326 -0.806  0.06
C: -1.640 -0.044 -1.752  0.19
H: 0.930 -2.692 1.877  0.10
H: 2.144 -1.151 2.064  0.14
H: 0.483 -1.398 2.687  0.02
H: 1.513 -0.789 -0.096  0.17
H: -1.450 -0.776 0.838  0.13
H: -0.217 1.173 -0.810  0.08
H: -1.845 0.571 -2.596  0.10
H: -2.279 -1.058 -1.745  0.18
H: 1.520 3.064 -1.074  0.16
H: -0.121 3.290 -0.543  0.10
O: 0.533 2.688 -1.022  -0.12

Q: Among the records above, which one has the highest frontier orbital gap?
A: C4H10NO